(1)
Density functional theory data (ωB97M-V/def2-TZVPD) for a molecular structure, C11H26CuN2O4P.

```
! RIJCOSX wB97M-V def2-TZVPD def2/J DEFGRID3
* xyz 0 1
C 2.58 -2.51 1.00
C 3.23 -1.12 1.14
C 3.75 -0.51 -0.18
C 3.00 0.74 -0.62
N 1.65 0.45 -1.11
P 0.30 1.07 -0.14
C 0.71 2.83 -0.72
N 0.11 3.96 0.00
C 0.18 3.90 1.46
O -0.83 0.81 -1.64
C -1.91 -0.06 -1.34
C -1.55 -0.82 -0.04
C -1.74 -2.32 -0.18
C -3.20 -2.78 -0.25
O -4.10 -1.66 -0.20
C -5.32 -1.91 0.30
O -6.32 -1.40 -0.11
O -0.21 -0.56 0.27
H 2.98 -3.22 1.72
H 2.75 -2.93 0.01
H 1.50 -2.45 1.14
H 2.52 -0.43 1.60
H 4.08 -1.21 1.83
H 4.80 -0.24 -0.08
H 3.70 -1.25 -0.99
H 3.58 1.24 -1.41
H 2.96 1.45 0.22
H 1.55 -0.56 -1.13
H 1.05 1.16 1.07
H -0.91 1.55 0.49
H 1.79 3.02 -0.80
H 0.39 2.87 -1.79
H -0.83 4.17 -0.31
H 1.12 3.44 1.75
H -0.63 3.33 1.92
H 0.16 4.91 1.86
H -2.84 0.48 -1.21
H -1.99 -0.76 -2.18
H -2.18 -0.45 0.78
H -1.23 -2.82 0.64
H -1.23 -2.64 -1.10
H -3.44 -3.46 0.57
H -3.41 -3.31 -1.18
H -5.31 -2.61 1.15
Cu -1.24 2.62 -2.26
*
```

As for the LUMO energy: -1.6 eV. The value obtained for the orbital gap is 6.316 eV. As for the HOMO energy: -7.90 eV.

(2)
Density functional theory data (ωB97M-V/def2-TZVPD) for a molecular structure, C11H26IrN3S2Se2.

```
! RIJCOSX wB97M-V def2-TZVPD def2/J DEFGRID3
* xyz 4 5
Ir -0.19 -0.05 0.51
C -1.15 2.85 2.60
Se 0.27 1.53 2.55
C -0.36 0.36 3.98
C -1.55 -0.49 3.64
Se -1.09 -1.71 2.19
C -2.78 -2.62 1.93
H -1.09 3.33 3.58
H -2.13 2.40 2.45
H -0.94 3.59 1.83
H -0.61 1.03 4.81
H 0.51 -0.22 4.29
H -2.42 0.08 3.34
H -1.81 -1.13 4.48
H -2.97 -3.14 2.87
H -2.65 -3.33 1.13
H -3.57 -1.91 1.71
N 4.55 -1.38 -1.09
C 4.37 -0.54 0.15
C 3.00 0.12 0.16
N 1.89 -0.88 0.04
C 2.07 -1.66 -1.22
C 3.42 -2.37 -1.27
H 5.44 -1.88 -1.04
H 4.63 -0.77 -1.92
H 5.16 0.21 0.19
H 4.50 -1.21 1.00
H 2.90 0.83 -0.67
H 2.89 0.68 1.09
H 1.98 -1.53 0.82
H 1.98 -0.96 -2.06
H 1.29 -2.41 -1.31
H 3.56 -2.88 -2.22
H 3.52 -3.10 -0.47
S -1.06 1.74 -0.86
C -2.04 1.55 -2.22
N -2.37 2.53 -3.06
C -3.24 2.30 -4.19
C -3.79 0.89 -4.05
S -2.87 0.09 -2.76
H -2.00 3.47 -2.89
H -2.67 2.41 -5.12
H -4.03 3.05 -4.22
H -3.73 0.26 -4.95
H -4.85 0.86 -3.72
*
```

As for the LUMO energy (spin up / spin down): -12.5 / -16.5 eV. The value obtained for the orbital gap (spin up / spin down) is 7.097 / 4.477 eV. As for the expectation value of S²: 6.05. As for the HOMO energy (spin up / spin down): -19.60 / -20.93 eV.

(3)
Density functional theory data (ωB97M-V/def2-TZVPD) for a molecular structure, C11H26LuN4O7.

```
! RIJCOSX wB97M-V def2-TZVPD def2/J DEFGRID3
* xyz 1 1
O 0.51 -0.79 -3.34
H 0.81 -0.43 -4.20
Lu 0.47 -0.28 -1.24
N 0.28 1.69 0.37
N 2.05 1.38 -1.31
N -0.86 -1.28 0.51
N -0.04 -2.53 -1.62
O -0.64 1.78 1.31
O -1.19 -0.68 1.71
O 0.06 -2.98 -2.90
O 2.97 0.46 -1.46
C 2.29 2.47 -0.52
C 1.26 2.65 0.45
C -1.24 -2.56 0.39
C -0.80 -3.25 -0.80
C 1.38 3.65 1.56
H 2.16 3.32 2.29
H 0.41 3.73 2.08
H 1.68 4.63 1.14
C 3.60 3.20 -0.59
H 3.86 3.36 -1.65
H 4.40 2.60 -0.12
H 3.55 4.18 -0.09
C -2.03 -3.24 1.45
C -1.16 -4.65 -1.10
H -2.27 -2.53 2.24
H -1.45 -4.06 1.87
H -2.95 -3.66 1.04
H -0.45 -5.06 -1.82
H -2.17 -4.73 -1.53
H -1.13 -5.24 -0.18
H -0.98 0.34 1.58
H 0.26 -2.01 -3.33
C -1.25 0.25 -2.20
H -0.95 1.26 -1.82
H -1.94 -0.43 -1.60
H -1.53 0.38 -3.24
O -3.22 2.79 0.27
H -3.96 2.26 0.60
H -2.43 2.43 0.72
C 2.32 -0.19 2.67
C 2.28 -1.40 1.77
O 2.04 -1.05 0.38
H 3.06 0.55 2.33
H 2.60 -0.51 3.68
H 1.34 0.30 2.75
H 3.23 -1.95 1.78
H 1.46 -2.07 2.04
H 2.80 -0.61 -0.07
*
```

As for the LUMO energy (spin up / spin down): -7.0 / -7.1 eV. The value obtained for the orbital gap (spin up / spin down) is 3.875 / 3.730 eV. As for the HOMO energy (spin up / spin down): -10.88 / -10.85 eV.

(4)
Density functional theory data (ωB97M-V/def2-TZVPD) for a molecular structure, C11H27AuF6NO4S2SbSi3.

```
! RIJCOSX wB97M-V def2-TZVPD def2/J DEFGRID3
* xyz 0 1
Au 1.82 0.13 -0.77
C -0.29 -3.78 0.42
Si -0.17 -2.53 1.80
C -1.60 -2.69 2.99
C 1.45 -2.66 2.70
Sb -0.20 -0.24 0.66
Si -0.05 1.49 2.54
C -1.20 1.05 3.95
C 1.72 1.45 3.12
C -0.47 3.17 1.85
Si -2.47 0.04 -0.52
C -2.50 1.78 -1.16
C -3.76 -0.22 0.80
C -2.67 -1.23 -1.86
H -0.17 -4.80 0.81
H 0.49 -3.60 -0.33
H -1.26 -3.73 -0.08
H -1.56 -3.68 3.45
H -2.56 -2.60 2.48
H -1.55 -1.94 3.78
H 1.57 -3.67 3.12
H 1.52 -1.94 3.51
H 2.29 -2.48 2.02
H -0.83 0.18 4.50
H -2.21 0.83 3.60
H -1.25 1.89 4.64
H 2.01 0.47 3.50
H 1.86 2.18 3.92
H 2.40 1.71 2.30
H -1.53 3.26 1.62
H 0.10 3.37 0.93
H -0.21 3.93 2.58
H -2.60 2.49 -0.34
H -3.34 1.92 -1.84
H -1.58 2.02 -1.71
H -3.53 0.33 1.72
H -3.87 -1.28 1.05
H -4.73 0.14 0.44
H -1.96 -1.07 -2.68
H -3.68 -1.15 -2.26
H -2.53 -2.24 -1.48
F 3.99 3.77 -3.63
C 3.72 2.93 -2.65
F 2.47 3.15 -2.22
F 4.56 3.15 -1.64
S 3.91 1.19 -3.19
O 3.55 0.44 -1.97
O 5.27 1.01 -3.59
N 2.83 1.19 -4.31
S 2.35 -0.16 -5.01
O 2.11 0.06 -6.40
O 3.09 -1.31 -4.57
C 0.64 -0.38 -4.29
F -0.27 -0.47 -5.25
F 0.60 -1.51 -3.57
F 0.30 0.63 -3.48
*
```

As for the LUMO energy: 0.1 eV. The value obtained for the orbital gap is 9.894 eV. As for the HOMO energy: -9.84 eV.

(5)
Density functional theory data (ωB97M-V/def2-TZVPD) for a molecular structure, C11H27ClIO4P2Pb.

```
! RIJCOSX wB97M-V def2-TZVPD def2/J DEFGRID3
* xyz 3 1
C -0.42 -4.04 -3.37
I 1.27 -2.33 -4.11
H -1.42 -3.69 -3.03
H 0.11 -4.72 -2.70
H -0.51 -4.49 -4.37
Pb -0.33 -1.86 -1.78
P -0.21 0.88 -2.93
C 1.28 1.38 -3.89
C -1.41 0.58 -4.27
H -1.72 2.37 -1.78
H -0.91 3.19 -3.16
H -0.03 2.93 -1.62
C -0.77 2.51 -2.31
H -2.40 0.45 -3.82
H -1.41 1.45 -4.93
H 0.95 2.09 -4.66
H 1.73 0.49 -4.34
H -1.14 -0.32 -4.83
H 2.00 1.86 -3.20
C 1.87 -0.52 -1.26
O 2.97 -0.20 -1.25
Cl -2.22 -0.18 -0.59
C 1.09 -3.24 3.07
C 0.48 -2.46 1.92
O 1.05 -1.13 1.91
P 0.12 0.25 1.86
O 0.33 0.87 3.33
C -0.13 0.24 4.55
C -1.63 -0.03 4.55
O 1.05 1.23 0.95
C 1.05 2.67 1.20
C -0.32 3.26 1.36
H 2.19 -3.23 3.03
H 0.75 -4.28 3.02
H 0.77 -2.83 4.04
H 0.73 -2.94 0.96
H -0.62 -2.42 2.01
H 0.43 -0.71 4.71
H 0.13 0.91 5.37
H -1.92 -0.74 3.76
H -1.90 -0.46 5.52
H -2.18 0.91 4.41
H 1.67 2.85 2.09
H 1.57 3.11 0.34
H -0.68 3.12 2.39
H -0.25 4.34 1.19
H -1.05 2.84 0.66
*
```

As for the LUMO energy (spin up / spin down): -12.4 / -14.0 eV. The value obtained for the orbital gap (spin up / spin down) is 7.353 / 5.265 eV. As for the HOMO energy (spin up / spin down): -19.77 / -19.27 eV.

no.,electronic energy (a.u.)
1,-2826.890009
2,-6300.952902
3,-2415.445229
4,-3431.126896
5,-2368.587892